# 1
107
Properties=species:S:1:pos:R:3:forces:R:3:mulliken_charge:R:1 method="wB97M-V/def2-TZVPD" multiplicity=6 e_lumo_ev="-3.2 / -5.0" total_charge=+1 gap_ev="4.4 / 5.0"
Ru -0.32785 -0.30561 0.14466 0.07 0.08 0.09 -0.060
C -0.15749 2.76480 5.66751 -0.06 -0.12 0.03 -0.846
C -0.86219 1.41058 5.48577 0.09 0.24 -0.08 -1.342
C -0.31566 0.65786 4.31918 0.59 -0.73 0.50 0.680
C 0.64276 -0.30750 4.31977 -0.75 0.66 0.49 0.708
C 1.38760 -0.85656 5.48968 0.20 0.02 -0.07 -1.288
C 2.76067 -0.19411 5.67694 -0.08 -0.06 0.05 -0.929
C 0.87070 -0.66928 2.93319 0.75 -0.65 -0.77 -0.002
N -0.00277 0.00990 2.11082 0.11 0.14 0.24 0.184
C -0.67006 0.89636 2.93136 -0.54 0.76 -0.78 -0.059
C -1.45347 1.93602 2.49577 0.41 -0.50 0.80 -0.756
C -1.70052 2.26972 1.15899 -0.25 0.30 -0.69 0.224
C -2.47311 3.40987 0.72208 0.12 -0.15 0.22 0.645
C -2.93760 4.50567 1.62623 0.17 0.02 -0.03 -1.066
C -1.76606 5.39406 2.07055 -0.16 -0.03 -0.01 -1.063
C -2.58449 3.31251 -0.63349 0.13 -0.19 -0.22 0.721
C -1.86469 2.11938 -1.02493 -0.30 0.28 0.65 0.008
C -1.77053 1.63217 -2.32918 0.44 -0.59 -0.73 -1.003
C -0.96548 0.59197 -2.73814 -0.70 0.73 0.77 -0.110
N -0.25033 -0.23760 -1.90499 0.25 0.25 -0.05 0.254
C 0.54240 -0.99933 -2.73408 0.73 -0.73 0.78 -0.086
C 1.54332 -1.84771 -2.32045 -0.61 0.48 -0.74 -1.050
C 2.03033 -1.94395 -1.01431 0.30 -0.28 0.66 0.051
N 1.46508 -1.35962 0.08350 -0.22 0.08 0.05 0.350
C 2.20316 -1.75357 1.16537 0.31 -0.31 -0.61 0.332
C 1.88530 -1.48960 2.50140 -0.52 0.50 0.75 -0.903
C 3.31693 -2.56458 0.73016 -0.16 0.12 0.19 0.696
C 3.20401 -2.69248 -0.62317 -0.17 0.09 -0.17 0.704
C 4.13918 -3.35595 -1.58029 0.10 0.15 -0.02 -1.326
C 5.12531 -2.34829 -2.18888 -0.05 -0.14 -0.01 -1.024
C 4.40730 -3.04774 1.63103 0.00 0.15 -0.06 -1.095
C 5.35333 -1.90305 2.02087 -0.03 -0.15 0.01 -1.067
C 0.25052 -0.70689 -4.12728 -0.72 0.60 -0.49 0.686
C -0.68350 0.28155 -4.12982 0.51 -0.73 -0.45 0.669
C -1.22480 1.03362 -5.30153 0.09 0.21 0.09 -1.340
C -0.51289 2.38625 -5.47241 -0.04 -0.13 -0.03 -0.708
C 0.97426 -1.28544 -5.29863 0.19 0.05 0.10 -1.357
C 2.35826 -0.64021 -5.47801 -0.11 -0.06 -0.04 -0.789
N -1.31639 1.52775 0.07774 0.11 -0.24 0.10 0.311
C -3.20853 4.26989 -1.59511 0.14 0.07 0.00 -1.238
C -2.17500 5.24595 -2.17440 -0.13 -0.03 0.00 -1.071
H -0.58545 3.31426 6.50554 0.00 0.01 -0.01 0.397
H -0.24712 3.37576 4.76944 0.02 0.04 0.01 0.129
H 0.90364 2.61142 5.86470 0.00 0.04 -0.01 0.218
H -1.93472 1.56873 5.35090 -0.01 -0.02 0.03 0.383
H -0.73506 0.81972 6.39305 -0.06 -0.04 -0.02 0.410
H 1.52461 -1.93377 5.36743 -0.06 -0.01 0.01 0.390
H 0.79506 -0.71016 6.39314 -0.02 -0.06 -0.01 0.389
H 3.35918 -0.26191 4.76821 0.02 0.01 0.01 0.168
H 3.30488 -0.68212 6.48533 0.03 0.02 -0.01 0.394
H 2.65106 0.86016 5.93104 0.01 0.01 -0.03 0.245
H -1.88826 2.57017 3.25606 -0.01 0.03 -0.04 0.464
H -3.42829 4.08302 2.50726 -0.05 0.02 -0.02 0.381
H -3.67745 5.11592 1.10733 -0.05 -0.02 0.04 0.339
H -1.00752 4.80648 2.58930 0.02 0.02 0.01 0.208
H -2.11353 6.18187 2.73912 0.05 0.01 0.00 0.414
H -1.29242 5.85690 1.20454 0.02 0.02 0.02 0.261
H -2.30465 2.16511 -3.10198 0.02 0.08 0.01 0.478
H 2.05210 -2.40893 -3.09063 0.09 0.01 0.03 0.493
H 2.50092 -1.94034 3.26749 0.07 -0.01 -0.07 0.448
H 3.57847 -3.83872 -2.38389 -0.02 -0.06 0.04 0.392
H 4.69724 -4.14059 -1.06786 -0.04 -0.04 -0.01 0.466
H 4.59240 -1.54747 -2.70370 0.01 0.01 -0.01 0.183
H 5.78359 -2.84258 -2.90382 0.02 0.05 -0.01 0.413
H 5.73958 -1.89441 -1.41121 0.01 0.01 0.00 0.244
H 4.97247 -3.83190 1.12612 -0.01 -0.05 0.05 0.354
H 3.97936 -3.48997 2.53458 0.01 -0.06 -0.02 0.381
H 5.82738 -1.48387 1.13330 0.01 0.03 0.01 0.250
H 6.13398 -2.25982 2.69306 0.00 0.04 0.00 0.420
H 4.80531 -1.10181 2.51855 0.03 0.02 0.01 0.215
H -2.29866 1.19337 -5.17794 -0.01 -0.02 -0.03 0.399
H -1.08852 0.44638 -6.20953 -0.06 -0.05 0.02 0.354
H -0.63206 3.00502 -4.58423 0.01 0.05 0.01 0.022
H -0.90775 2.93057 -6.32986 -0.01 -0.01 0.01 0.414
H 0.55484 2.22824 -5.62735 0.00 0.04 -0.01 0.221
H 0.38616 -1.12839 -6.20272 -0.03 -0.06 0.01 0.366
H 1.08996 -2.36482 -5.17395 -0.04 -0.01 0.00 0.398
H 2.25730 0.42040 -5.70909 0.02 0.00 0.01 0.243
H 2.90314 -1.11733 -6.29234 0.00 0.01 0.01 0.405
H 2.94835 -0.73012 -4.56685 0.05 0.01 0.00 0.065
H -3.99464 4.83724 -1.09519 -0.04 -0.05 -0.01 0.491
H -3.68189 3.72064 -2.41202 -0.07 0.00 0.03 0.401
H -1.73244 5.84946 -1.38161 0.01 0.01 -0.01 0.254
H -2.64831 5.91460 -2.89387 0.06 0.02 0.00 0.407
H -1.36765 4.71146 -2.67728 0.00 -0.01 0.00 0.206
N -2.34895 -2.31512 -1.39155 0.08 0.10 -0.02 0.449
C -3.20245 -1.42079 -0.75198 -0.14 -0.01 0.27 0.397
C -4.46888 -1.18230 -1.29495 -0.05 0.01 -0.06 -1.167
C -5.35355 -0.39733 -0.58989 0.11 -0.08 -0.08 -0.554
C -4.97051 0.10657 0.64946 -0.01 0.02 0.09 -1.138
C -3.68867 -0.14449 1.08611 -0.15 0.02 -0.05 -0.382
N -2.79654 -0.85379 0.38460 -0.09 -0.12 -0.46 0.738
C -1.47376 -3.17173 -0.73095 0.02 -0.12 0.29 0.542
C -1.19587 -4.42540 -1.28449 0.02 -0.05 -0.09 -1.167
C -0.41911 -5.30664 -0.56642 -0.07 0.09 -0.07 -0.554
C 0.03324 -4.93712 0.69699 0.02 0.00 0.10 -1.089
C -0.26088 -3.66900 1.14665 0.03 -0.15 -0.06 -0.470
N -0.95789 -2.77698 0.43296 -0.11 -0.10 -0.43 0.610
H -2.69046 -2.66246 -2.27111 -0.03 -0.03 -0.04 0.351
H -4.75093 -1.63692 -2.23627 0.00 0.00 0.01 0.418
H -6.34309 -0.21160 -0.98539 -0.01 0.02 0.01 0.460
H -5.65453 0.68082 1.25771 0.03 0.01 0.01 0.462
H -3.34260 0.22984 2.03897 0.05 0.09 0.00 0.735
H -1.60500 -4.69624 -2.24979 -0.01 -0.01 0.01 0.426
H -0.19472 -6.28392 -0.97251 0.01 -0.01 0.01 0.454
H 0.60287 -5.61915 1.31188 0.00 0.02 0.01 0.467
H 0.07066 -3.33091 2.11788 0.09 0.04 0.01 0.794

=====

# 2
8
Properties=species:S:1:pos:R:3:forces:R:3:mulliken_charge:R:1 method="wB97M-V/def2-TZVPD" e_lumo_ev="-1.4 / -1.4" de_lowest_ev=4.066 gap_ev="8.0 / 8.0"
C -0.16078 -0.35437 1.13880 -0.14 -0.47 0.69 0.211
N 0.44487 -0.15767 -0.03729 5.28 -2.83 -0.35 -0.352
O -1.23589 0.13167 1.39261 -0.32 0.15 0.26 -0.530
P 0.15653 0.90761 -1.30616 -0.04 0.52 -0.90 -0.053
H 0.39543 -1.01213 1.82624 -0.09 0.07 0.01 0.280
H 1.97321 -0.92993 -0.13813 -4.37 2.30 0.42 0.313
H -0.55101 0.01259 -2.13725 -0.13 -0.03 -0.21 0.049
H -1.02235 1.40223 -0.73882 -0.20 0.29 0.08 0.083

=====

# 3
10
Properties=species:S:1:pos:R:3:forces:R:3:mulliken_charge:R:1 method="wB97M-V/def2-TZVPD" e_lumo_ev=0.0 smiles="C#CC(=O)CO" de_lowest_ev=1.895 gap_ev=10.8
C -1.10302 -1.37190 1.72591 0.25 0.40 -0.14 0.085
C -0.52123 -0.41957 1.27098 -0.31 -0.48 0.24 -0.232
C 0.06408 0.60438 0.41407 -0.06 0.32 -0.05 0.306
O 0.05237 1.79375 0.64467 -0.04 -0.57 -0.10 -0.538
C 0.58486 0.02811 -0.88933 -0.04 -0.20 0.12 -0.418
O 0.81073 1.00305 -1.85723 -0.07 0.17 -0.02 -0.496
H -1.63227 -2.21035 2.12395 0.11 0.15 0.04 0.388
H 1.51804 -0.51528 -0.67803 -0.12 0.07 0.03 0.279
H -0.15233 -0.72678 -1.20305 0.11 0.14 -0.13 0.286
H 0.37877 1.81458 -1.55192 0.17 -0.01 0.00 0.340

=====

# 4
27
Properties=species:S:1:pos:R:3:forces:R:3:mulliken_charge:R:1 method="wB97M-V/def2-TZVPD" e_lumo_ev=-3.1 de_lowest_ev=8.443 total_charge=+1 gap_ev=9.7
Li -16.59660 16.47021 0.40370 1.75 5.40 3.54 0.885
O -16.01501 16.85399 -0.91413 1.06 0.81 -7.67 -0.609
H -15.15128 16.51134 -1.14390 0.18 0.45 -0.47 0.249
H -16.20374 17.50311 -1.59181 -0.10 -0.06 -0.47 0.292
O -17.68360 15.59916 0.30667 -9.63 -8.26 -1.13 -0.400
H -17.86955 15.30498 -0.58502 -0.09 -0.44 -0.34 0.254
H -18.35415 15.17674 0.84348 -0.40 -0.08 0.04 0.294
O -15.69680 15.31141 0.54170 6.16 -6.86 1.22 -0.557
H -14.95616 15.29166 -0.06434 0.57 -0.57 0.45 0.295
H -15.47372 14.66797 1.21434 -0.04 -0.45 0.17 0.301
C -17.56197 20.03962 0.89768 1.26 0.97 -0.55 -1.687
C -16.85733 18.73237 0.49591 0.01 3.03 1.43 0.305
C -15.69910 18.43798 1.44511 0.02 1.10 0.55 -0.855
O -14.95782 17.41693 0.89880 2.86 0.67 1.43 -0.129
C -13.89534 16.97583 1.72911 0.24 0.45 0.71 -0.943
N -17.78491 17.66234 0.67143 -1.96 4.24 1.44 -0.636
H -18.12206 20.02909 1.83271 0.00 -0.49 0.01 0.391
H -18.20966 20.39651 0.09691 -0.16 -0.14 0.04 0.438
H -16.79940 20.80755 1.02751 -0.06 0.30 -0.04 0.431
H -16.47521 18.78087 -0.52375 -0.29 0.70 0.43 0.158
H -16.10457 18.11068 2.40250 -0.41 -0.19 0.42 0.398
H -15.07846 19.27994 1.75171 0.08 0.48 -0.59 0.483
H -13.11949 17.72999 1.86105 0.04 0.24 -0.36 0.303
H -13.42354 16.07427 1.33835 -0.20 0.14 -0.17 0.304
H -14.23946 16.78272 2.74519 -0.28 -0.30 0.12 0.383
H -18.69180 18.06592 0.48494 -0.48 -0.43 -0.98 0.270
H -17.87957 17.70212 1.67620 -0.12 -0.70 0.74 0.382

=====

# 5
13
Properties=species:S:1:pos:R:3:forces:R:3:mulliken_charge:R:1 method="wB97M-V/def2-TZVPD" e_lumo_ev=4.1 de_lowest_ev=1.058 total_charge=-1 gap_ev=8.9
O 2.24793 1.56082 0.31487 -1.54 0.18 0.02 -0.750
C 1.24137 0.81196 0.20619 5.88 -0.89 -0.25 0.684
O 1.44067 -0.45849 0.06280 -1.59 0.44 0.13 -0.694
C -0.08592 1.32183 0.22851 -4.65 0.50 -0.37 -0.628
H -0.59883 0.86936 1.13884 0.36 0.53 -1.08 0.283
H -0.68466 0.87978 -0.72129 1.29 1.35 2.08 0.083
H -0.13904 2.44983 0.33345 0.07 -1.45 -0.46 0.274
H -2.30967 -0.17842 -0.38734 -1.90 -1.24 -0.17 0.318
H -2.70724 -1.59399 -0.66500 -0.26 0.69 0.38 0.338
O -3.15350 -0.72529 -0.54386 2.02 0.58 -0.05 -0.715
H 0.26348 -1.07050 0.07016 -0.25 -1.51 -0.02 0.402
H -0.33385 -2.19334 -0.86444 0.36 -0.76 -1.35 0.246
O -0.58796 -1.87273 -0.02287 0.20 1.57 1.13 -0.842

=====

# 6
34
Properties=species:S:1:pos:R:3:forces:R:3:mulliken_charge:R:1 method="wB97M-V/def2-TZVPD" e_lumo_ev=-9.5 total_charge=+2 gap_ev=3.9
Sr -0.98474 -0.55713 3.66630 1.23 -0.26 -2.44 1.478
Sr -4.95659 0.01094 2.74955 1.52 0.43 -1.42 1.881
O 0.31412 -0.18354 1.65670 -1.67 -1.17 1.28 -0.809
C -0.47412 0.35524 0.64688 0.81 2.23 0.69 -0.100
C -1.96708 0.09357 0.60514 -0.68 -0.67 -0.90 -0.294
O -2.68460 0.18628 1.86428 -1.54 -0.55 1.89 -0.989
H -0.04924 0.25158 -0.36458 -0.21 -0.67 0.06 -0.133
H -0.40136 1.46742 0.76701 -0.20 -0.11 -0.10 0.357
H -2.19733 -0.87547 0.13996 0.15 -0.17 0.38 0.130
H -2.40614 0.81641 -0.09255 0.11 0.16 0.13 0.316
Br -1.94176 2.74852 -4.34716 0.02 0.07 -0.08 -0.172
C -0.84259 1.14400 -4.45477 -0.81 -0.22 -0.19 -0.637
C -0.04596 1.05754 -3.20127 0.83 -0.48 -0.14 -0.176
Br 1.02901 -0.58594 -3.27829 -0.08 0.02 0.09 -0.121
H -0.27522 1.16005 -5.37710 0.22 0.25 0.08 0.420
H -1.54589 0.31742 -4.51635 0.01 -0.01 -0.03 0.372
H -0.67909 0.95962 -2.32876 0.01 0.21 0.08 -0.025
H 0.69743 1.84029 -3.11204 -0.20 0.22 0.16 0.423
Br 0.70040 1.51312 4.51781 0.31 0.84 0.56 -0.232
C 1.65002 2.38145 3.01980 0.42 0.56 -0.03 -0.399
C 2.85439 1.59517 2.62472 0.13 -0.08 0.23 -0.603
Br 4.20169 1.55331 4.00889 0.03 0.06 0.12 -0.084
H 1.94192 3.34219 3.43919 -0.16 -0.03 0.14 0.528
H 0.97046 2.54596 2.19037 -0.30 -0.37 0.12 0.204
H 3.29059 2.14016 1.78898 0.06 -0.33 -0.19 0.379
H 2.61183 0.56226 2.41162 -0.01 0.05 -0.48 0.294
Br 1.10560 -4.98865 0.28621 0.07 -0.11 0.13 -0.112
C 0.79290 -3.14569 -0.20413 0.50 0.26 0.21 -0.265
C -0.49478 -2.98004 -0.92533 -0.87 -0.41 -0.51 -0.266
Br -0.60587 -4.04625 -2.55387 -0.05 -0.01 0.10 -0.078
H 1.64321 -2.78917 -0.77704 0.04 -0.12 -0.06 0.351
H 0.75785 -2.60821 0.73920 0.03 0.24 -0.04 0.069
H -0.69364 -1.98401 -1.30861 0.34 0.23 0.32 -0.098
H -1.31540 -3.29842 -0.28077 -0.08 -0.05 -0.16 0.390